1.
C34H43GeN3SV | ωB97M-V/def2-TZVPD

The HOMO energy (spin up / spin down) is -3.6003 / -3.5999 eV. The energy above the lowest of the compared OMol25 structures with the same formula, charge and spin is 0.510 eV. As for the spin multiplicity: 1. As for the total charge: -1. The frontier orbital gap (spin up / spin down) is 6.3 / 6.3 eV.

Positions of all 83 atoms, in Å:
1 V 0.7599 0.3271 1.3237
2 C 0.8438 -3.0718 2.7903
3 C 1.9257 -2.0292 2.8588
4 C 2.4017 -1.5789 4.0838
5 C 3.4165 -0.6333 4.1632
6 C 3.8123 -0.0471 5.4887
7 C 4.0013 -0.1734 2.9896
8 C 3.5872 -0.6366 1.7480
9 C 4.3417 -0.2413 0.5077
10 C 2.5232 -1.5474 1.6882
11 H 1.2790 -4.0745 2.8212
12 H 0.2717 -2.9658 1.8689
13 H 0.1580 -2.9733 3.6326
14 H 1.9258 -1.9279 4.9942
15 H 4.8525 0.2809 5.4852
16 H 3.6744 -0.7639 6.2993
17 H 3.1845 0.8227 5.6953
18 H 4.7885 0.5713 3.0418
19 H 5.2876 -0.7874 0.4565
20 H 4.5686 0.8250 0.5117
21 H 3.7732 -0.4643 -0.3951
22 H 2.2474 -1.9916 0.7372
23 N 1.9634 3.2744 2.3286
24 N 0.5419 3.2954 2.3601
25 C -0.0442 1.9759 2.3747
26 N -1.4827 2.2058 2.3495
27 S 0.5538 0.8826 3.5794
28 H 2.2829 4.2328 2.3819
29 H 2.2799 2.8343 1.4597
30 H 0.1822 3.7458 1.5212
31 H -1.7072 2.5310 1.4093
32 H -1.9085 1.2841 2.3766
33 C -0.7319 -0.6053 0.7386
34 Ge -1.7756 -0.8486 -0.8083
35 C -2.5620 0.7977 -1.5705
36 C -2.4280 1.1781 -2.9033
37 C -2.9724 2.3688 -3.3726
38 C -3.6695 3.2020 -2.5106
39 C -3.8261 2.8343 -1.1794
40 C -3.2767 1.6451 -0.7212
41 C -0.8056 -1.7282 -2.2922
42 C -1.4733 -2.1635 -3.4371
43 C -0.7941 -2.8004 -4.4683
44 C 0.5731 -3.0211 -4.3654
45 C 1.2512 -2.6075 -3.2267
46 C 0.5634 -1.9699 -2.2026
47 C -3.3469 -2.0191 -0.5093
48 C -3.2174 -3.1326 0.3226
49 C -4.2822 -3.9941 0.5469
50 C -5.5080 -3.7561 -0.0619
51 C -5.6584 -2.6523 -0.8891
52 C -4.5863 -1.7943 -1.1065
53 H -1.1500 -1.0453 1.6577
54 H -1.8748 0.5455 -3.5892
55 H -2.8434 2.6484 -4.4119
56 H -4.0856 4.1352 -2.8706
57 H -4.3673 3.4783 -0.4963
58 H -3.4038 1.3717 0.3212
59 H -2.5451 -2.0109 -3.5241
60 H -1.3319 -3.1295 -5.3499
61 H 1.1061 -3.5190 -5.1668
62 H 2.3176 -2.7816 -3.1376
63 H 1.0872 -1.6424 -1.3103
64 H -2.2657 -3.3239 0.8083
65 H -4.1579 -4.8509 1.1988
66 H -6.3421 -4.4252 0.1123
67 H -6.6131 -2.4561 -1.3636
68 H -4.7214 -0.9299 -1.7489
69 C 1.4562 1.4579 -2.4986
70 C 1.4818 2.2812 -1.2052
71 C 0.3869 3.3513 -1.2822
72 C 2.8510 2.9740 -1.1203
73 C 1.2127 1.3591 -0.0314
74 H 1.5996 2.1033 -3.3728
75 H 0.5082 0.9354 -2.6024
76 H 2.2502 0.7064 -2.4951
77 H 0.4738 3.9185 -2.2143
78 H 0.4714 4.0622 -0.4582
79 H -0.6014 2.8917 -1.2513
80 H 3.0169 3.6032 -2.0016
81 H 3.6541 2.2346 -1.0807
82 H 2.9243 3.6098 -0.2374
83 H 1.7463 0.3327 -0.1922

Mulliken population analysis, charges in e, atoms 1 to 2: V -2.677; C -1.459

---

2.
C34H43MoN2O7 | ωB97M-V/def2-TZVPD

The HOMO energy is -11.8982 eV. As for the spin multiplicity: 1. As for the total charge: +1. The frontier orbital gap is 7.3 eV.

Positions of all 87 atoms, in Å:
1 Mo -0.5519 -0.3089 -0.1243
2 C 0.4747 0.5398 1.8886
3 C 0.0639 -0.7845 2.2404
4 C 0.5763 -1.6797 1.2736
5 C 1.5214 -0.8157 0.3470
6 C 1.3511 0.6151 0.8248
7 C 2.1739 1.8496 0.4859
8 C 3.5613 1.4185 0.0161
9 C 2.3382 2.6856 1.7641
10 C 1.4738 2.7096 -0.5716
11 C 0.6205 -3.2152 1.2116
12 C -0.7477 -3.7928 0.8142
13 C 1.6291 -3.7122 0.1712
14 C 1.0972 -3.7943 2.5523
15 C -0.7109 -0.9269 3.5573
16 C 0.3469 -1.2397 4.6372
17 C -1.8186 -1.9800 3.5555
18 C -1.3385 0.4227 3.9570
19 H 0.0976 1.4109 2.3982
20 H 2.5295 -1.2264 0.3668
21 H 4.0753 0.8247 0.7764
22 H 4.1717 2.2994 -0.1831
23 H 3.5050 0.8536 -0.9072
24 H 2.7509 2.0978 2.5861
25 H 1.3967 3.1291 2.0893
26 H 3.0255 3.5062 1.5607
27 H 1.4062 2.2030 -1.5312
28 H 2.0334 3.6354 -0.7108
29 H 0.4649 2.9713 -0.2438
30 H -0.9522 -3.5975 -0.2406
31 H -1.5705 -3.3848 1.3908
32 H -0.7342 -4.8743 0.9539
33 H 1.4012 -3.3817 -0.8392
34 H 1.5919 -4.8009 0.1553
35 H 2.6538 -3.4306 0.4210
36 H 0.3594 -3.6973 3.3419
37 H 2.0251 -3.3228 2.8812
38 H 1.2954 -4.8582 2.4231
39 H 0.8129 -2.2120 4.5174
40 H -0.1442 -1.2168 5.6107
41 H 1.1294 -0.4787 4.6450
42 H -1.4581 -2.9886 3.3797
43 H -2.5878 -1.7392 2.8201
44 H -2.2952 -1.9749 4.5354
45 H -0.5942 1.1023 4.3755
46 H -2.0901 0.2513 4.7243
47 H -1.8351 0.9093 3.1245
48 O -2.3662 0.7281 -3.5267
49 C -2.3986 0.5842 -2.3385
50 O -1.6258 -0.3366 -1.7219
51 C -3.3042 1.3238 -1.4289
52 C -4.3724 2.0117 -1.9955
53 C -5.2991 2.6115 -1.1746
54 C -5.2350 2.5026 0.2042
55 C -4.1875 1.7934 0.7424
56 C -3.1548 1.2553 -0.0391
57 O -2.0707 0.7454 0.5451
58 N -4.2085 1.5447 2.1840
59 O -4.1651 0.3808 2.5241
60 O -4.2478 2.4958 2.9270
61 N -6.4172 3.3626 -1.7742
62 O -6.4394 3.4487 -2.9789
63 O -7.2150 3.8601 -1.0141
64 H -4.4667 2.0670 -3.0706
65 H -5.9954 2.9433 0.8338
66 C 3.1909 -1.6271 -2.2184
67 C 1.8268 -0.9758 -2.4720
68 C 1.0116 -1.9290 -3.3740
69 C 1.0007 -0.8074 -1.1868
70 C 1.9495 0.3728 -3.2010
71 C 0.7949 0.9836 -3.6858
72 C 0.8585 2.1910 -4.3602
73 C 2.0835 2.8108 -4.5673
74 C 3.2403 2.1984 -4.1167
75 C 3.1746 0.9824 -3.4462
76 H 3.0746 -2.6301 -1.8169
77 H 3.8268 -1.0566 -1.5422
78 H 3.7206 -1.7190 -3.1658
79 H 0.9790 -2.9338 -2.9477
80 H 1.4944 -1.9890 -4.3484
81 H -0.0096 -1.5795 -3.5192
82 H 0.2138 -1.7076 -1.1551
83 H -0.1702 0.5178 -3.5515
84 H -0.0530 2.6409 -4.7304
85 H 2.1353 3.7542 -5.0935
86 H 4.2034 2.6578 -4.2944
87 H 4.0985 0.5221 -3.1267

Mulliken population analysis, charges in e, atoms 1 to 2: Mo -0.002; C -1.429